# 1
# C4H10OS

A cluster of 2 separate species, C4H10OS in total (wB97M-V/def2-TZVPD, the Open Molecules 2025 dataset).

The highest occupied orbital energy is -8.75 eV. The calculation puts the energy relative to the best compared isomer or geometry (same formula, charge and spin) at 39.69 kcal/mol. The orbital gap is 8.858 eV.

```
! RIJCOSX wB97M-V def2-TZVPD def2/J DEFGRID3
* xyz 0 1
C 0.552 1.001 0.574
C 0.044 1.581 -0.698
C -0.500 -1.930 -1.222
C -0.387 0.447 1.588
O 2.390 -0.234 1.744
S 2.136 0.504 0.546
H 0.456 1.149 -1.600
H -1.009 1.356 -0.805
H 0.241 2.633 -0.801
H 0.413 -1.668 -0.593
H -1.323 -1.956 -0.547
H -0.363 -2.875 -1.761
H -1.477 0.525 1.234
H -0.077 -0.555 1.803
H -0.281 1.073 2.502
H -0.816 -1.049 -1.964
*
```


# 2
# C4H10OS2

A cluster of 2 separate species, C4H10OS2 in total (wB97M-V/def2-TZVPD, the Open Molecules 2025 dataset).

The highest occupied orbital energy is -8.54 eV. The calculation puts the energy relative to the best compared isomer or geometry (same formula, charge and spin) at 14.03 kcal/mol. The orbital gap is 9.079 eV.

```
! RIJCOSX wB97M-V def2-TZVPD def2/J DEFGRID3
* xyz 0 1
S 0.629 -2.264 1.094
S 1.178 -0.315 1.534
C 0.406 -2.160 -0.719
C -0.392 0.558 0.998
C -0.801 -1.185 -1.004
C -0.640 0.253 -0.564
H 1.296 -1.816 -1.279
H 0.062 -3.105 -1.182
H -0.301 1.634 1.239
H -1.198 0.138 1.631
H -1.696 -1.708 -0.615
H -0.874 -1.169 -2.108
H -1.602 0.741 -0.814
H 0.119 0.618 -1.283
O 0.997 3.215 1.313
H 1.510 2.510 0.857
H 1.308 4.054 0.904
*
```


# 3
# C4H10OS2

A cluster of 2 separate species, C4H10OS2 in total (wB97M-V/def2-TZVPD, the Open Molecules 2025 dataset).

The highest occupied orbital energy is -8.64 eV. The calculation puts the energy relative to the best compared isomer or geometry (same formula, charge and spin) at 56.68 kcal/mol. The orbital gap is 9.308 eV.

```
! RIJCOSX wB97M-V def2-TZVPD def2/J DEFGRID3
* xyz 0 1
C 2.907 -0.678 0.412
C 1.569 1.128 -0.416
C -2.211 0.027 0.108
C 1.730 -0.224 0.102
O 0.554 -0.836 0.458
S -2.943 -1.660 0.342
S -3.486 1.319 0.279
H 3.762 -0.040 0.222
H -1.568 0.024 1.004
H 3.113 -1.753 0.812
H 0.809 1.627 0.109
H 1.448 1.205 -1.580
H 2.435 1.715 -0.413
H -1.750 0.160 -0.808
H 0.807 -1.457 1.182
H -3.643 -1.804 -0.842
H -3.533 1.250 -0.971
*
```


# 4
# C4H10S

A cluster of 2 separate species, C4H10S in total (wB97M-V/def2-TZVPD, the Open Molecules 2025 dataset).

The highest occupied orbital energy is -8.45 eV. The calculation puts the energy relative to the best compared isomer or geometry (same formula, charge and spin) at 30.38 kcal/mol. The orbital gap is 9.349 eV.

```
! RIJCOSX wB97M-V def2-TZVPD def2/J DEFGRID3
* xyz 0 1
C -3.017 0.231 -2.508
C -3.196 0.600 -3.774
H -3.820 -0.252 -1.978
H -2.061 0.434 -2.049
H -4.132 0.384 -4.270
H -2.330 0.875 -4.356
C 2.280 0.224 0.806
S 2.452 0.793 2.514
C 1.859 -0.671 3.418
H 3.000 0.657 0.121
H 1.255 0.401 0.481
H 2.448 -0.839 0.784
H 2.732 -1.285 3.558
H 1.440 -0.328 4.355
H 1.089 -1.222 2.896
*
```


# 5
# C4H10S2

An isolated molecule of C4H10S2 (wB97M-V/def2-TZVPD, the Open Molecules 2025 dataset).

The highest occupied orbital energy is -8.78 eV. The calculation puts the energy relative to the best compared isomer or geometry (same formula, charge and spin) at 57.44 kcal/mol. The orbital gap is 7.854 eV.

```
! RIJCOSX wB97M-V def2-TZVPD def2/J DEFGRID3
* xyz 0 1
C 0.631 -0.489 0.481
C 1.130 -1.964 0.088
C 0.868 0.515 -0.681
S -0.147 0.239 -2.129
S -2.131 0.021 -0.614
C -1.917 1.570 0.146
H -0.377 -0.471 0.985
H 1.370 -0.290 1.360
H 1.329 -2.389 1.064
H 0.251 -2.538 -0.344
H 2.040 -2.061 -0.508
H 0.850 1.606 -0.349
H 1.901 0.301 -0.916
H -2.362 1.456 1.268
H -0.932 2.037 0.485
H -2.504 2.455 -0.335
*
```


# 6
# C4H10S2

A cluster of 2 separate species, C4H10S2 in total (wB97M-V/def2-TZVPD, the Open Molecules 2025 dataset).

The highest occupied orbital energy is -9.06 eV. The calculation puts the energy relative to the best compared isomer or geometry (same formula, charge and spin) at 27.25 kcal/mol. The orbital gap is 9.393 eV.

```
! RIJCOSX wB97M-V def2-TZVPD def2/J DEFGRID3
* xyz 0 1
S 2.900 2.008 1.487
S 1.469 0.531 1.924
H 2.917 1.834 0.143
H 0.618 1.543 2.193
C 0.146 -1.638 -0.656
C -0.773 -0.496 -0.294
C -1.811 -0.668 0.527
C -0.560 0.786 -1.064
H -0.244 -2.078 -1.574
H 0.189 -2.357 0.160
H 1.148 -1.259 -0.871
H -2.646 0.018 0.563
H -1.846 -1.548 1.159
H -1.317 1.512 -0.769
H -0.609 0.637 -2.143
H 0.418 1.178 -0.785
*
```


# 7
# C4H10S2

A cluster of 2 separate species, C4H10S2 in total (wB97M-V/def2-TZVPD, the Open Molecules 2025 dataset).

The highest occupied orbital energy is -9.02 eV. The calculation puts the energy relative to the best compared isomer or geometry (same formula, charge and spin) at 57.96 kcal/mol. The orbital gap is 9.295 eV.

```
! RIJCOSX wB97M-V def2-TZVPD def2/J DEFGRID3
* xyz 0 1
C 1.400 1.736 -1.370
S 0.940 0.237 -2.339
S 2.171 -1.382 -1.540
H 1.162 1.837 -0.359
H 0.893 2.601 -1.954
H 2.474 1.769 -1.443
H 3.119 -0.995 -2.394
C -1.519 -1.718 1.290
C -1.865 -0.262 1.096
C -0.875 0.678 1.305
H -0.982 -2.103 2.289
H -2.306 -2.491 1.104
H -0.660 -2.111 0.504
H -2.886 0.029 0.916
H -1.055 1.669 0.986
H -0.011 0.507 1.910
*
```


# 8
# C4H10S2

An isolated molecule of C4H10S2 (wB97M-V/def2-TZVPD, the Open Molecules 2025 dataset).

The highest occupied orbital energy is -8.42 eV. The calculation puts the energy relative to the best compared isomer or geometry (same formula, charge and spin) at 12.88 kcal/mol. The orbital gap is 9.241 eV.

```
! RIJCOSX wB97M-V def2-TZVPD def2/J DEFGRID3
* xyz 0 1
C -1.623 -2.572 0.811
C -0.618 -1.810 -0.027
S -0.846 -0.023 0.374
S 1.028 0.618 0.798
C 1.660 1.686 -0.532
C 0.679 1.975 -1.666
H -1.595 -3.641 0.571
H -2.656 -2.270 0.633
H -1.369 -2.511 1.868
H -0.812 -1.878 -1.094
H 0.406 -2.128 0.163
H 1.976 2.685 -0.212
H 2.601 1.248 -0.876
H 1.205 2.179 -2.595
H -0.129 2.638 -1.366
H 0.063 1.091 -1.878
*
```


# 9
# C4H10S2Si

An isolated molecule of C4H10S2Si (wB97M-V/def2-TZVPD, the Open Molecules 2025 dataset).

The highest occupied orbital energy is -8.56 eV. The calculation puts the energy relative to the best compared isomer or geometry (same formula, charge and spin) at 14.98 kcal/mol. The orbital gap is 8.348 eV.

```
! RIJCOSX wB97M-V def2-TZVPD def2/J DEFGRID3
* xyz 0 1
C 1.699 1.188 1.918
C 1.186 -1.373 -0.765
C -1.383 -0.484 0.951
C -1.160 0.705 -1.918
Si -0.130 0.032 -0.411
S 2.398 2.120 3.111
S 0.764 1.814 0.583
H 1.769 0.176 2.029
H 1.741 -0.921 -1.509
H 1.643 -1.429 0.181
H 0.604 -2.174 -1.173
H -1.893 0.315 1.465
H -1.975 -1.209 0.374
H -0.967 -0.970 1.825
H -0.967 0.238 -2.835
H -2.220 0.251 -1.695
H -1.110 1.720 -2.131
*
```


# 10
# C4H10SSi

An isolated molecule of C4H10SSi (wB97M-V/def2-TZVPD, the Open Molecules 2025 dataset).

The highest occupied orbital energy is -8.72 eV. The calculation puts the energy relative to the best compared isomer or geometry (same formula, charge and spin) at 0.00 kcal/mol. The orbital gap is 9.614 eV.

```
! RIJCOSX wB97M-V def2-TZVPD def2/J DEFGRID3
* xyz 0 1
C -1.000 1.103 0.423
C 0.159 1.068 -0.619
C -2.030 -0.036 0.024
C 1.984 -1.200 0.635
Si 0.732 -0.764 -0.701
S -1.114 -1.644 0.035
H -0.740 1.220 1.491
H -1.612 1.997 0.147
H -0.235 1.486 -1.628
H 1.052 1.581 -0.280
H -2.920 -0.112 0.691
H -2.433 0.404 -0.960
H 1.707 -0.864 1.565
H 2.178 -2.287 0.678
H 2.844 -0.641 0.447
H 1.429 -1.313 -1.946
*
```


# 11
# C4H11AlO3

A structure of composition C4H11AlO3 (wB97M-V/def2-TZVPD, the Open Molecules 2025 dataset).

The highest occupied orbital energy is -7.65 eV. The calculation puts the energy relative to the best compared isomer or geometry (same formula, charge and spin) at 23.42 kcal/mol. The orbital gap is 8.108 eV.

```
! RIJCOSX wB97M-V def2-TZVPD def2/J DEFGRID3
* xyz 0 1
C 3.013 -1.845 2.220
O 1.483 -0.931 0.983
C 2.006 -0.154 -0.047
C 0.951 0.134 -1.098
O -0.201 0.610 -0.414
C -1.266 0.985 -1.263
Al -0.341 -0.475 1.293
H 2.108 -2.352 2.590
H 3.365 -2.263 1.267
H 3.189 -0.790 2.490
H 2.858 -0.643 -0.559
H 2.393 0.810 0.345
H 0.688 -0.785 -1.652
H 1.301 0.891 -1.819
H -2.112 1.267 -0.626
H -0.972 1.841 -1.889
H -1.563 0.145 -1.912
O 4.136 -2.547 3.150
H 3.935 -2.324 4.063
*
```


# 12
# C4H11AuO3

A structure of composition C4H11AuO3 (wB97M-V/def2-TZVPD, the Open Molecules 2025 dataset).

The highest occupied orbital energy (spin up / spin down) is -7.11 / -9.38 eV. The orbital gap (spin up / spin down) is 7.750 / 7.724 eV.

```
! RIJCOSX wB97M-V def2-TZVPD def2/J DEFGRID3
* xyz 0 3
C -2.620 1.342 0.033
O -0.464 0.618 -0.025
C -0.346 -0.749 0.210
C 0.984 -1.276 -0.295
O 1.995 -0.419 0.220
C 3.311 -0.808 -0.113
Au 1.234 1.530 0.154
H -2.109 2.220 -0.392
H -2.766 0.550 -0.715
H -2.472 1.100 1.099
H -1.142 -1.340 -0.286
H -0.432 -0.973 1.293
H 1.022 -1.258 -1.398
H 1.160 -2.310 0.046
H 3.990 -0.039 0.277
H 3.550 -1.779 0.346
H 3.434 -0.882 -1.205
O -4.147 1.865 0.071
H -4.181 2.608 0.680
*
```